{"formula": "C28H52Cl22N2O2", "method": "wB97M-V/def2-TZVPD", "gap_ev": 10.5, "lumo_energy_ev": 0.28, "total_energy_ev": -312449.25776, "elements": ["N", "C", "C", "C", "C", "O", "C", "O", "C", "N", "H", "H", "H", "H", "H", "H", "H", "H", "Cl", "C", "C", "Cl", "H", "H", "H", "H", "Cl", "C", "C", "Cl", "H", "H", "H", "H", "Cl", "C", "C", "Cl", "H", "H", "H", "H", "Cl", "C", "C", "Cl", "H", "H", "H", "H", "Cl", "C", "C", "Cl", "H", "H", "H", "H", "Cl", "C", "C", "Cl", "H", "H", "H", "H", "Cl", "C", "C", "Cl", "H", "H", "H", "H", "Cl", "C", "C", "Cl", "H", "H", "H", "H", "Cl", "C", "C", "Cl", "H", "H", "H", "H", "Cl", "C", "C", "Cl", "H", "H", "H", "H", "Cl", "C", "C", "Cl", "H", "H", "H", "H"], "positions_angstrom": [[-2.728, -2.418, -5.156], [-2.738, -1.455, -4.479], [-2.658, -0.288, -3.621], [-2.097, -0.787, -2.290], [-2.114, 0.201, -1.147], [-3.273, 0.067, -0.313], [-4.029, 0.435, -3.484], [-3.945, 1.736, -4.062], [-5.126, -0.233, -4.163], [-6.041, -0.813, -4.614], [-1.994, 0.415, -4.085], [-1.068, -1.039, -2.474], [-2.575, -1.687, -2.011], [-2.014, 1.203, -1.495], [-1.287, -0.034, -0.504], [-3.851, 0.815, -0.432], [-4.317, 0.513, -2.454], [-3.778, 2.372, -3.369], [-1.793, -1.702, 2.645], [-3.185, -2.561, 1.934], [-2.779, -3.839, 1.254], [-1.813, -3.519, -0.210], [-3.663, -1.878, 1.237], [-3.876, -2.779, 2.746], [-3.667, -4.373, 0.926], [-2.192, -4.478, 1.908], [-5.843, -4.772, -0.509], [-5.237, -6.109, -1.520], [-5.963, -7.398, -1.248], [-5.601, -8.039, 0.377], [-4.171, -6.208, -1.334], [-5.384, -5.814, -2.556], [-5.647, -8.151, -1.966], [-7.038, -7.269, -1.322], [-3.880, 0.832, 3.882], [-2.769, 0.684, 5.266], [-3.087, 1.669, 6.354], [-2.740, 3.347, 5.854], [-1.757, 0.810, 4.895], [-2.876, -0.329, 5.646], [-2.471, 1.459, 7.223], [-4.133, 1.617, 6.642], [-0.524, -0.873, 7.185], [0.726, -0.283, 8.312], [0.197, -0.073, 9.706], [-0.950, 1.291, 9.809], [1.139, 0.633, 7.899], [1.507, -1.039, 8.339], [1.022, 0.160, 10.375], [-0.313, -0.959, 10.072], [2.550, 0.818, -0.755], [2.358, 0.654, -2.522], [1.836, 1.925, -3.143], [0.150, 2.249, -2.635], [1.689, -0.183, -2.707], [3.337, 0.406, -2.928], [1.831, 1.840, -4.223], [2.437, 2.785, -2.866], [-2.937, 6.472, 4.317], [-2.641, 6.963, 6.005], [-2.079, 8.354, 6.109], [-0.419, 8.460, 5.464], [-1.973, 6.232, 6.450], [-3.597, 6.917, 6.521], [-2.033, 8.647, 7.156], [-2.691, 9.069, 5.568], [-0.794, 5.761, 13.205], [-1.760, 4.564, 12.304], [-1.762, 4.833, 10.824], [-2.653, 6.323, 10.416], [-2.767, 4.575, 12.709], [-1.316, 3.588, 12.490], [-2.256, 4.014, 10.305], [-0.752, 4.931, 10.438], [4.173, 4.081, -6.399], [4.593, 2.615, -7.325], [3.755, 1.436, -6.917], [4.132, 0.892, -5.258], [5.650, 2.419, -7.181], [4.422, 2.835, -8.376], [3.951, 0.596, -7.580], [2.695, 1.671, -6.955], [2.848, -4.459, -4.646], [2.428, -5.223, -3.094], [0.985, -5.007, -2.726], [0.651, -3.302, -2.343], [3.095, -4.818, -2.338], [2.624, -6.288, -3.200], [0.742, -5.584, -1.835], [0.317, -5.302, -3.530], [6.149, -5.874, -4.513], [7.402, -5.289, -3.389], [6.861, -5.024, -2.010], [5.750, -3.630, -1.978], [7.839, -4.392, -3.817], [8.168, -6.060, -3.335], [7.682, -4.790, -1.336], [6.325, -5.887, -1.625], [7.910, 2.502, -9.029], [7.889, 2.874, -10.771], [6.539, 3.369, -11.218], [5.294, 2.093, -11.134], [8.181, 1.975, -11.306], [8.635, 3.646, -10.946], [6.593, 3.696, -12.253], [6.202, 4.199, -10.604]], "forces_ev_per_angstrom": [[-0.09, 2.77, 2.02], [0.25, -3.11, -2.67], [-0.86, -0.56, 0.54], [0.49, 1.02, -0.29], [-0.60, -0.82, 0.54], [-0.09, -0.31, -0.17], [0.46, 0.81, -0.84], [-0.03, -0.12, -0.14], [-3.02, -2.15, -1.23], [2.48, 1.62, 1.12], [0.37, 0.51, -0.18], [0.52, -0.23, -0.13], [-0.62, -0.88, 0.44], [0.15, 0.88, -0.21], [0.57, 0.09, 0.30], [-0.16, 0.32, 0.12], [-0.04, -0.14, 0.63], [0.10, 0.27, 0.22], [0.17, -0.07, 0.01], [-0.19, 0.08, 0.02], [-0.07, -0.02, 0.02], [0.08, -0.19, 0.07], [0.06, 0.06, -0.03], [0.02, -0.03, 0.04], [-0.04, 0.01, 0.05], [0.07, 0.02, 0.00], [-0.08, 0.04, 0.00], [0.09, 0.05, -0.11], [-0.02, -0.06, -0.03], [-0.01, -0.01, 0.01], [0.03, 0.02, 0.05], [-0.04, 0.01, -0.02], [0.04, -0.02, -0.01], [-0.04, 0.01, 0.05], [-0.14, 0.10, -0.04], [-0.03, -0.08, -0.11], [0.01, 0.03, 0.11], [-0.04, -0.02, 0.01], [0.03, 0.03, -0.05], [-0.04, -0.05, 0.03], [0.08, -0.03, 0.05], [-0.05, 0.05, -0.05], [0.05, 0.01, 0.08], [0.08, -0.01, -0.05], [0.04, -0.05, 0.09], [-0.04, 0.03, -0.04], [-0.04, 0.05, -0.02], [0.01, -0.04, 0.01], [0.03, 0.03, -0.01], [-0.07, -0.02, -0.01], [-0.03, -0.04, 0.02], [0.04, -0.06, 0.05], [0.04, -0.06, 0.05], [0.04, 0.08, -0.06], [-0.03, -0.01, 0.02], [-0.13, 0.10, 0.12], [-0.05, -0.06, -0.07], [-0.02, 0.04, 0.07], [0.02, 0.05, -0.04], [-0.05, -0.08, 0.05], [0.00, 0.06, 0.04], [0.00, 0.01, -0.01], [0.06, -0.04, -0.01], [-0.06, 0.02, 0.02], [0.02, -0.02, 0.04], [0.01, 0.02, -0.06], [-0.01, 0.01, 0.01], [0.01, -0.09, 0.06], [0.00, -0.04, -0.11], [0.00, 0.03, -0.04], [-0.03, 0.05, 0.02], [0.04, -0.02, -0.01], [-0.04, 0.00, 0.00], [0.03, 0.05, -0.01], [0.01, 0.01, 0.01], [0.00, 0.06, -0.06], [-0.06, -0.07, -0.07], [0.18, -0.04, -0.27], [0.04, 0.01, 0.05], [-0.03, 0.00, -0.02], [0.06, -0.02, 0.00], [-0.03, 0.02, 0.05], [-0.06, 0.06, -0.04], [0.08, -0.10, 0.01], [-0.06, -0.10, 0.02], [0.08, 0.15, -0.08], [0.04, 0.07, 0.01], [-0.03, -0.02, -0.03], [0.02, 0.02, 0.03], [-0.01, 0.05, -0.06], [0.03, 0.01, 0.05], [0.09, -0.06, -0.07], [0.01, 0.01, 0.06], [-0.03, -0.01, 0.00], [-0.03, 0.05, -0.03], [0.00, -0.03, 0.02], [0.03, 0.02, 0.00], [-0.06, -0.01, -0.01], [0.07, -0.03, 0.04], [0.03, 0.01, -0.03], [-0.02, 0.06, -0.05], [-0.02, 0.00, 0.00], [-0.03, -0.06, 0.01], [0.00, 0.04, 0.03], [0.00, -0.03, -0.04], [-0.03, 0.01, 0.05]], "mulliken_charge": [-0.530, -0.090, 0.869, -0.133, -0.822, -0.520, 0.738, -0.567, -0.233, -0.434, 0.227, -0.177, 0.532, 0.349, 0.345, 0.309, -0.196, 0.353, -0.206, -0.311, -0.390, -0.036, 0.123, 0.394, -0.002, 0.373, -0.191, -0.460, -0.389, -0.189, 0.284, 0.351, 0.307, 0.312, -0.190, -0.533, 0.024, -0.151, 0.366, 0.284, -0.126, 0.341, -0.150, -0.533, -0.498, -0.128, 0.310, 0.362, 0.312, 0.320, -0.215, -0.279, -0.249, -0.165, 0.241, 0.187, 0.049, 0.406, -0.187, -0.405, -0.444, -0.192, 0.305, 0.302, 0.295, 0.332, -0.189, -0.366, -0.276, -0.197, 0.356, 0.252, 0.085, 0.331, -0.199, -0.074, -0.562, -0.186, 0.170, 0.153, 0.360, 0.341, -0.183, -0.357, -0.576, -0.089, 0.193, 0.325, 0.342, 0.327, -0.159, -0.427, -0.513, -0.149, 0.311, 0.303, 0.331, 0.319, -0.159, -0.408, -0.510, -0.183, 0.315, 0.302, 0.337, 0.332]}